--- one ---
Entry from OMol25: a single C8H17BO2 molecule (the ωB97M-V functional and the def2-TZVPD basis).

Structure (XYZ):
```
28
Properties=species:S:1:pos:R:3:mulliken_charge:R:1
O -0.0083 -3.3937 -1.6307 -0.6281
B -0.3711 -2.7301 -0.4733 0.6116
O 0.4127 -2.7690 0.6917 -0.5185
C -1.7018 -1.8627 -0.5297 -1.0042
C -1.4525 -0.4538 -1.0514 -0.7993
C -0.2719 0.2523 -0.3439 0.6678
C 0.1924 1.6019 -1.0098 -1.1006
C 1.4840 2.1187 -0.3388 -0.6021
C 1.3174 2.2013 1.2173 -0.7561
C 0.8673 0.8688 1.8469 -0.6229
C -0.4429 0.4482 1.2026 -0.8132
H -0.6123 -3.4555 -2.4198 0.3165
H 1.1095 -3.4337 0.4514 0.3015
H -2.4457 -2.3981 -1.0876 0.4668
H -2.0168 -1.8940 0.4942 0.2619
H -2.3164 0.1842 -0.9488 0.3347
H -1.1948 -0.5104 -2.0971 0.3170
H 0.5516 -0.4726 -0.4484 0.1198
H 0.3151 1.4867 -2.0763 0.3986
H -0.6011 2.3044 -0.8714 0.3642
H 2.3143 1.4473 -0.5888 0.3010
H 1.7855 3.0840 -0.7750 0.3886
H 0.5480 2.9253 1.4283 0.3161
H 2.1863 2.6683 1.6809 0.3454
H 0.7636 0.8998 2.9327 0.3547
H 1.6519 0.0805 1.7413 0.2532
H -0.8929 -0.4425 1.6403 0.3742
H -1.1712 1.2447 1.3632 0.3513
```

Summary:
Structure (SMILES): OB(O)CCC1CCCCC1
Molar mass in g/mol: 156.0
Charge: 0
Kohn-Sham gap in eV: 10.7

--- two ---
Entry from OMol25: a molecular structure, C8H17BO2 (the ωB97M-V functional and the def2-TZVPD basis).

Structure (XYZ):
```
28
Properties=species:S:1:pos:R:3:mulliken_charge:R:1
B 1.4157 1.6357 0.0815 0.1054
C -0.1840 2.5572 -0.8109 0.4763
C 2.7084 2.5901 0.2149 -1.0764
C -1.1777 -4.1329 1.2413 -1.1621
C -1.4948 2.7110 -2.6280 -0.7093
C 1.3880 0.2335 0.6271 -0.5172
C -1.3541 -2.6787 0.6423 -0.6049
C -0.0710 -0.3676 0.4262 -0.7058
C -0.0576 -1.8949 0.8748 -0.7262
O -0.8848 3.4043 -0.3049 -0.5756
O -0.2753 2.1052 -2.0266 -0.2485
H 3.6028 2.2921 -0.3362 0.3552
H 2.9713 2.6166 1.2260 0.3681
H 2.6299 3.6173 -0.0991 0.3294
H -1.4901 -3.9939 2.3226 0.2662
H -0.0707 -4.4938 1.1458 0.2861
H -1.8051 -4.7649 0.7690 0.4604
H -2.4343 2.3351 -2.0359 0.2716
H -1.4247 2.2817 -3.6994 0.2116
H -1.4542 3.7125 -2.6864 0.3574
H 1.7988 0.3290 1.6078 0.3025
H 1.9628 -0.6254 0.1092 0.2744
H -1.4188 -2.6815 -0.3943 0.4074
H -2.2154 -2.0347 1.0053 0.3457
H -0.5996 -0.3904 -0.4726 0.4951
H -0.7210 0.2504 1.0010 0.4306
H 0.0260 -2.0619 1.9379 0.2694
H 0.6295 -2.5512 0.2616 0.3131
```

Summary:
Molar mass in g/mol: 156.0
Charge: 0
Kohn-Sham gap in eV: 9.5

Which of them is the least stable? Correct choice: two.

--- one ---
Entry from OMol25: 2 unconnected molecules or ions with the total composition C4H12NO2 (the ωB97M-V functional and the def2-TZVPD basis).

Structure (XYZ):
```
19
Properties=species:S:1:pos:R:3:mulliken_charge:R:1
C 1.4834 -0.1916 -0.1667 -0.8238
C 0.7238 1.0865 -0.3599 -0.4107
C -0.6468 0.9579 -1.1126 -0.4324
C -0.8742 -0.3074 -1.8904 0.0066
O -0.6098 -1.4120 -1.4741 -0.5117
N 0.9049 -1.0629 0.9037 -0.2199
H 1.5219 -0.7778 -1.0703 0.4209
H 2.5115 -0.0129 0.1087 0.4108
H 0.5243 1.6335 0.5646 0.2798
H 1.2313 1.8434 -0.9604 0.3388
H -1.4736 0.8585 -0.3918 0.0494
H -0.8959 1.8268 -1.6834 0.4181
H -1.4342 -0.2008 -2.8362 0.3939
H 0.1030 -1.5837 0.5344 0.3678
H 0.5440 -0.5421 1.7095 0.3376
H 1.6128 -1.7058 1.2588 0.3555
H -1.7320 -0.1548 3.0601 0.3398
H -1.9680 0.2093 1.6377 0.3141
O -1.5264 -0.4641 2.1684 -0.6346
```

Summary:
Molar mass in g/mol: 106.1
Charge: +1
Kohn-Sham gap in eV: 10.8

--- two ---
Entry from OMol25: 2 unconnected molecules or ions with the total composition C4H12NO2 (the ωB97M-V functional and the def2-TZVPD basis).

Structure (XYZ):
```
19
Properties=species:S:1:pos:R:3:mulliken_charge:R:1
C 0.6415 2.3749 1.6160 -0.7934
C 0.0665 -1.5758 -1.5058 -0.7920
C -0.9779 -1.4615 0.5814 -0.9975
C 0.1419 0.6574 -0.5138 0.1163
N 0.1691 -0.8681 -0.2730 0.0584
O 1.2615 0.9088 -1.0884 -0.3836
O -0.9542 1.0180 -1.1760 -0.4765
H 0.7642 1.8389 2.5355 0.3374
H 1.4319 2.9156 1.1967 0.3301
H -0.3204 2.5379 1.2096 0.2979
H -0.8897 -2.0330 -1.5690 0.3346
H 0.2464 -0.9179 -2.3778 0.3258
H 0.8706 -2.3368 -1.4899 0.3499
H -0.7678 -2.5646 0.6953 0.4129
H -1.0082 -1.0336 1.5768 0.3385
H -2.0015 -1.3666 0.1665 0.4038
H 1.0522 -1.0462 0.1712 0.3573
H 1.1142 1.6904 -1.6610 0.3487
H -1.5309 1.6195 -0.5417 0.4313
```

Summary:
Molar mass in g/mol: 106.1
Charge: +1
Kohn-Sham gap (spin up / spin down) in eV: 8.6 / 9.4

--- three ---
Entry from OMol25: 2 unconnected molecules or ions with the total composition C4H12NO2 (the ωB97M-V functional and the def2-TZVPD basis).

Structure (XYZ):
```
19
Properties=species:S:1:pos:R:3:mulliken_charge:R:1
C 1.4658 2.0532 -0.0816 -0.9967
C -3.0776 0.1946 0.3355 -0.7371
C 2.7390 -1.4352 0.1393 -0.6899
C 1.5183 0.5488 -0.2291 0.8275
N -2.3128 -0.8311 -0.3549 -0.1749
O 0.4864 -0.1214 -0.2510 -0.6951
O 2.6976 -0.0118 -0.0755 -0.3190
H 2.4032 2.5176 -0.3996 0.3290
H 1.2148 2.3527 0.9531 0.2681
H 0.6763 2.5349 -0.6572 0.3330
H -3.2331 1.1333 -0.2310 0.3214
H -4.0610 -0.3073 0.7126 0.3227
H -2.5926 0.6512 1.1134 0.3021
H 3.3598 -1.9920 -0.7148 0.2563
H 1.8002 -2.0034 0.1896 0.2540
H 3.1645 -1.7290 1.0111 0.3440
H -2.4019 -1.7612 -0.0017 0.4271
H -2.6038 -0.9906 -1.2969 0.3552
H -1.2431 -0.8032 -0.1613 0.2722
```

Summary:
Molar mass in g/mol: 106.1
Charge: +1
Kohn-Sham gap in eV: 11.0

Which of them is the least stable? Correct choice: two.

--- one ---
Entry from OMol25: 2 unconnected molecules or ions with the total composition C4H12NO2 (the ωB97M-V functional and the def2-TZVPD basis).

Structure (XYZ):
```
19
Properties=species:S:1:pos:R:3:mulliken_charge:R:1
C 0.6935 -0.7058 1.0707 -1.3747
C 0.1934 -0.1625 -0.2755 0.2230
C -0.5596 -1.2154 -1.1104 -0.6798
C 0.2921 -2.4771 -1.3299 -0.1701
O 0.7356 -3.1659 -0.4607 -0.4025
N -0.8863 0.8760 0.0639 -0.2362
H 0.6876 0.0652 1.8389 0.4250
H -0.0107 -1.4652 1.4154 0.3677
H 1.6513 -1.1830 0.8916 0.3988
H 0.9601 0.3756 -0.8231 0.3175
H -1.5208 -1.4789 -0.6618 0.4218
H -0.7858 -0.8113 -2.0994 0.4390
H 0.7156 -2.6324 -2.3400 0.3518
H -1.4403 1.0053 -0.7870 0.3681
H -1.5389 0.5760 0.7720 0.3945
H -0.4538 1.7544 0.3946 0.1946
H 0.7840 3.5425 0.4689 0.3286
H 0.3796 3.8213 1.8580 0.3185
O 0.1034 3.2810 1.1139 -0.6857
```

Summary:
Molar mass in g/mol: 106.1
Charge: +1
Kohn-Sham gap in eV: 10.3

--- two ---
Entry from OMol25: 2 unconnected molecules or ions with the total composition C4H12NO2 (the ωB97M-V functional and the def2-TZVPD basis).

Structure (XYZ):
```
19
Properties=species:S:1:pos:R:3:mulliken_charge:R:1
C -0.3466 0.8759 -1.0048 -0.7485
C -1.1545 -0.5141 -0.8894 -0.5195
C -0.2068 -1.6439 -0.2646 -0.5772
C 0.9162 -1.8439 -1.3054 0.0192
O 2.0282 -1.3399 -1.0215 -0.4945
N 0.5580 1.2056 0.1590 -0.2164
H 0.2444 0.6713 -1.9495 0.4109
H -1.0424 1.6855 -1.2192 0.4014
H -2.1050 -0.5731 -0.2352 0.3262
H -1.4474 -0.5917 -1.9811 0.3393
H 0.1972 -1.5595 0.7805 0.3267
H -0.8691 -2.4739 0.0301 0.3646
H 0.6427 -2.5210 -2.1933 0.3248
H 1.2972 0.5309 0.1462 0.3543
H 0.2510 1.1178 1.1357 0.3424
H 0.9908 2.1203 -0.1213 0.3866
H 0.2553 2.3541 3.4333 0.3340
H -0.3854 1.0505 3.5897 0.3277
O 0.1762 1.4491 2.9109 -0.7022
```

Summary:
Molar mass in g/mol: 106.1
Charge: +1
Kohn-Sham gap in eV: 10.7

--- three ---
Entry from OMol25: 3 unconnected molecules or ions with the total composition C4H12NO2 (the ωB97M-V functional and the def2-TZVPD basis).

Structure (XYZ):
```
19
Properties=species:S:1:pos:R:3:mulliken_charge:R:1
C 0.8455 -0.3524 1.8107 -1.2830
C 0.6342 -0.7908 0.3912 0.9502
C 0.5033 -2.0315 -0.0554 -0.9539
C -0.2326 1.4421 -0.1948 -0.2550
N 0.2788 0.2989 -0.4773 0.0611
H 1.5464 0.4809 1.8043 0.3897
H 1.2858 -1.1322 2.4159 0.3965
H -0.0696 0.0072 2.2778 0.2508
H 0.3141 -2.2662 -1.0948 0.2851
H 0.6251 -2.8464 0.6314 0.2805
H 0.1549 2.3547 -0.6377 0.2892
H -0.9035 1.5806 0.6439 0.3054
H 0.4141 0.1239 -1.4761 0.2606
H -3.8024 -0.5062 1.3956 0.3231
H -2.4524 -0.5452 2.1321 0.3161
O -2.8720 -0.7321 1.2874 -0.6240
H 0.6815 1.3473 -4.0790 0.3315
H 1.7816 2.1843 -3.4616 0.3180
O 1.2673 1.3833 -3.3134 -0.6420
```

Summary:
Molar mass in g/mol: 106.1
Charge: +1
Kohn-Sham gap in eV: 8.6

Which of them is the least stable? Correct choice: three.

--- one ---
Entry from OMol25: a single CH5N3O3 molecule (the ωB97M-V functional and the def2-TZVPD basis).

Structure (XYZ):
```
12
Properties=species:S:1:pos:R:3:mulliken_charge:R:1
C -2.0291 0.1023 -0.3812 -0.5636
O -0.9594 -0.8354 -0.2209 -0.1033
N -0.1273 -0.6686 0.7977 -0.3287
N 1.0605 0.5410 0.4239 -0.3689
N 2.3021 0.1921 -0.0332 1.2390
O 2.5120 -1.0137 -0.1352 -0.6523
O 3.1278 1.0849 -0.2523 -0.6103
H -1.9052 1.1869 -0.4041 0.2586
H -2.7496 -0.2833 0.2795 0.3089
H -2.4462 -0.3164 -1.2852 0.2675
H 0.5135 -1.4241 0.7324 0.3454
H 0.7010 1.4343 0.4786 0.2077
```

Summary:
Structure (SMILES): CONN[N+](=O)[O-]
Molar mass in g/mol: 107.1
Charge: 0
Kohn-Sham gap in eV: 10.8

--- two ---
Entry from OMol25: 2 unconnected molecules or ions with the total composition CH5N3O3 (the ωB97M-V functional and the def2-TZVPD basis).

Structure (XYZ):
```
12
Properties=species:S:1:pos:R:3:mulliken_charge:R:1
N 2.5500 -0.2898 -0.1501 -0.2798
N 1.3049 -0.5588 -0.5069 -0.4381
N 0.2715 0.0725 -0.2144 0.3859
O 0.3404 1.1895 0.6351 -0.4363
H 2.6262 0.5687 0.3804 0.2409
H 3.3257 -0.8767 -0.4350 0.2368
H -0.6030 1.3844 0.8946 0.3762
O -2.1495 1.0288 -0.4837 -0.5787
C -1.8957 -0.1622 -0.5725 0.2650
O -2.0408 -0.9947 0.5414 -0.3977
H -1.6592 -0.8277 -1.4156 0.3039
H -2.0705 -0.5340 1.3265 0.3221
```

Summary:
Structure (SMILES): N/N=N\O.O=CO
Molar mass in g/mol: 107.1
Charge: 0
Kohn-Sham gap in eV: 10.4

Which of them is the least stable? Correct choice: one.